22
Properties=species:S:1:pos:R:3 method="wB97M-V/def2-TZVPD" relative_energy_ev=1.906 charge=0 gap_ha=0.360 homo_energy_ev=-9.524
C -3.2944 -5.1850 3.6119
N -3.0822 -3.7894 3.0862
H -2.3828 -5.7987 3.4960
H -4.1379 -5.5669 3.0287
H -3.3682 -5.1827 4.7094
H -3.0733 -3.0537 3.7691
H -2.1887 -3.8285 2.6485
O 3.6550 3.2968 -2.4824
H 3.5133 2.6377 -1.7651
H 4.5310 3.6433 -2.2825
O 4.4520 0.8823 -1.3388
H 4.6040 0.2997 -0.5810
H 3.9150 0.2888 -1.8785
O 1.0569 3.2163 0.0802
H 1.1820 2.9771 -0.8483
H 0.1430 2.9418 0.2149
O 0.4922 -2.3489 0.1816
H -0.2435 -2.9556 0.3558
H 1.2887 -2.6734 0.6186
O -4.0062 3.2503 -2.6923
H -3.0950 3.4859 -2.5167
H -4.6752 3.7869 -2.2734


23
Properties=species:S:1:pos:R:3 method="wB97M-V/def2-TZVPD" relative_energy_ev=1.573 charge=0 gap_ha=0.343 homo_energy_ev=-8.921
N 4.7579 1.3584 0.3301
C 4.2011 0.4526 -0.2155
N 3.5248 -0.4365 -0.9144
C 2.3001 -0.6050 -0.3979
N 1.4269 -1.5007 -0.9000
N 1.8509 0.1619 0.6199
C 0.5333 -0.0782 1.2502
C -0.7007 0.1285 0.4882
C -1.0392 1.3153 -0.1999
C -2.2774 1.4823 -0.8078
C -3.1723 0.5052 -0.5944
C -3.0147 -0.6088 0.2074
C -1.7763 -0.8787 0.6668
H 0.4752 -1.2682 -0.8743
H 1.7921 -1.9022 -1.7851
H 2.4403 0.7296 1.1947
H 0.3976 0.5848 2.0872
H 0.5372 -1.0944 1.5018
H -0.3867 2.1743 -0.2187
H -2.5808 2.2278 -1.6240
H -4.0698 0.5250 -1.1677
H -3.7000 -1.4334 0.3237
H -1.5193 -1.8398 1.0296


38
Properties=species:S:1:pos:R:3 method="wB97M-V/def2-TZVPD" relative_energy_ev=1.801 charge=-1 gap_ha=0.352 homo_energy_ev=-6.519
O -0.5667 -0.5514 1.7823
C -0.0820 -0.0971 0.7057
O 0.1389 1.1129 0.4794
C 0.5195 -1.1704 -0.2131
C -0.4700 -2.3103 -0.5401
C -1.4454 -1.9337 -1.6334
C -2.3149 -0.9233 -1.6794
C -1.1651 -2.6511 -2.9832
H 1.2308 -1.6914 0.4475
H 0.9997 -0.7172 -1.0834
H -0.9884 -2.5435 0.3731
H 0.0180 -3.1694 -0.9742
H -2.4282 -0.4437 -0.7124
H -2.8867 -0.6736 -2.5594
H -0.8490 -3.6740 -2.8017
H -0.4160 -1.9751 -3.3996
H -2.0510 -2.5349 -3.6013
H -0.5566 3.7327 1.4669
H 0.4133 3.4430 0.4221
O 0.0119 4.1923 0.8367
H -0.9760 -3.7723 1.9181
H -1.2389 -2.4129 2.5352
O -1.5681 -3.3289 2.5304
H 2.5785 -0.3903 3.2608
H 1.6808 -1.3264 2.4300
O 2.5680 -1.2378 2.8106
H 1.8152 1.4719 -2.5862
H 2.7373 0.6992 -3.5267
O 1.8214 0.9299 -3.4019
H 1.6636 3.0334 -1.0543
H 1.2844 1.7630 -0.2476
O 1.9914 2.1386 -0.8991
H -0.7584 3.5428 -1.9004
H 0.2494 2.3796 -2.0733
O -0.2769 3.0319 -2.5569
H -0.5293 0.2399 3.3441
H -0.1655 1.6787 3.7444
O -0.5955 0.8891 4.0802


69
Properties=species:S:1:pos:R:3 method="wB97M-V/def2-TZVPD" charge=0 gap_ha=0.375 homo_energy_ev=-9.847
O -1.2252 0.8911 3.3387
C -0.8109 0.9723 2.2340
O 0.0093 2.0079 1.8946
C -1.1135 0.0109 1.1117
C 0.1591 -0.7994 0.7579
C 0.2776 -1.1526 -0.7297
C 0.1153 0.0118 -1.7206
C 1.3782 -0.0255 -2.5992
O 2.2330 -1.0637 -2.0645
C 1.6870 -1.6679 -1.0042
O 2.2798 -2.4809 -0.3588
H 0.5853 1.7306 1.1580
H -1.4918 0.5576 0.2420
H -1.9064 -0.6555 1.4610
H 1.0726 -0.2649 1.0582
H 0.1539 -1.7244 1.3449
H -0.4137 -1.9547 -1.0147
H -0.7581 -0.1579 -2.3600
H -0.0244 0.9957 -1.2624
H 1.9538 0.9039 -2.6060
H 1.1704 -0.2861 -3.6422
C 4.7455 -4.9928 -1.0298
O 3.3685 -5.2843 -0.8640
H 5.2091 -5.8625 -1.4922
H 4.8925 -4.1266 -1.6838
H 5.2403 -4.7970 -0.0741
H 2.9577 -4.5063 -0.4668
C 3.2918 1.0458 2.2331
O 3.2028 0.7111 0.8483
H 2.3113 1.4158 2.5242
H 3.5170 0.1661 2.8382
H 4.0322 1.8245 2.4254
H 4.0423 0.3366 0.5576
C -1.6790 5.1601 0.4552
O -1.9218 3.7680 0.2755
H -1.4817 5.5779 -0.5291
H -2.5446 5.6680 0.8868
H -0.8093 5.3296 1.0940
H -2.0580 3.3870 1.1511
C 3.6522 3.9851 -1.3068
O 3.2881 2.6857 -1.7489
H 3.8040 4.5976 -2.1928
H 2.8659 4.4410 -0.6983
H 4.5818 3.9679 -0.7308
H 3.1764 2.1356 -0.9609
C -5.0000 -1.2263 1.1201
O -4.0688 -1.4028 0.0474
H -4.9996 -0.1712 1.3793
H -6.0093 -1.5119 0.8134
H -4.7112 -1.8124 1.9929
H -4.0703 -2.3352 -0.1910
C -5.6119 0.2532 4.4762
O -5.7955 -1.1427 4.2596
H -5.4220 0.7079 3.5066
H -6.5048 0.7126 4.9087
H -4.7545 0.4497 5.1242
H -5.9602 -1.5584 5.1119
C -5.7280 2.7940 -0.0998
O -4.7878 2.3130 0.8499
H -6.6894 2.3502 0.1498
H -5.8229 3.8824 -0.0581
H -5.4587 2.4975 -1.1165
H -3.9294 2.6948 0.6361
C 5.6423 -4.8348 -5.0935
O 4.7582 -5.8343 -4.6112
H 6.3606 -5.3306 -5.7429
H 5.1159 -4.0723 -5.6746
H 6.1870 -4.3482 -4.2791
H 4.1187 -5.4130 -4.0261


17
Properties=species:S:1:pos:R:3 method="wB97M-V/def2-TZVPD" relative_energy_ev=3.157 charge=0 gap_ha=0.321 homo_energy_ev=-8.218
N 0.1112 -2.0845 0.3292
C 0.1224 -1.1180 -0.4293
C 0.2814 -0.0932 -1.2351
C 1.0602 1.1514 -0.9258
C 1.3530 1.5450 0.4797
C 2.4614 1.0480 -0.3126
H -0.5975 -2.1727 0.9919
H -0.4255 -0.1703 -2.1562
H 0.9844 1.8147 -1.6800
H 1.0063 0.9720 1.2711
H 1.2257 2.5546 0.7455
H 3.4456 1.4590 -0.7559
H 2.5646 0.0460 0.0193
N -3.7351 -1.7536 1.3605
C -3.3442 -1.0397 0.4892
O -3.1101 -0.4700 -0.4732
H -3.4041 -1.6888 2.2817